Entry 1:
Here is C20H29O4Tb as an isolated structure from the Open Molecules 2025 dataset. Energies are from ωB97M-V/def2-TZVPD.

Summary:
* F_max: 3.25 eV/A
* Kohn-Sham gap (alpha / beta): 8.109 / 8.212 eV
* LUMO level (alpha / beta): 0.340 / 0.362 eV
* electronic energy: -1904.81456 Eh
* HOMO energy (alpha / beta): -7.77 / -7.85 eV

Geometry as ORCA input:
```
! wB97M-V def2-TZVPD RIJCOSX def2/J DEFGRID3
* xyz 0 7
O -1.355 -0.066 0.375
C -2.273 -0.017 -0.817
C -3.505 -0.266 0.127
H -1.807 -0.881 -1.298
H -2.479 0.754 -1.612
C -2.406 -0.574 1.285
H -4.201 -1.040 -0.312
H -4.135 0.645 0.492
C -2.224 -2.084 1.421
H -1.933 -2.661 0.507
H -3.209 -2.443 1.727
H -1.456 -2.412 2.167
C -2.591 0.334 2.526
H -2.987 1.293 2.109
H -1.633 0.554 3.055
H -3.326 -0.124 3.221
Tb 1.338 1.068 0.344
C 0.669 3.497 1.030
C 1.288 3.710 -0.232
C 0.462 3.131 -1.240
H 2.190 4.298 -0.395
C -0.657 2.547 -0.586
C -0.515 2.731 0.818
H -1.235 2.442 1.584
H 0.980 3.948 1.972
H 0.612 3.182 -2.322
H -1.512 2.125 -1.096
C 2.291 1.547 2.693
C 0.922 1.226 2.936
C 0.737 -0.157 2.625
H 0.190 1.874 3.406
C 1.977 -0.685 2.170
C 2.947 0.360 2.248
H 4.016 0.237 2.108
H 2.760 2.510 2.895
H -0.115 -0.774 2.872
H 2.114 -1.714 1.826
O 0.584 -2.023 -1.512
C -0.579 -2.849 -1.769
C -0.461 -3.571 -3.142
H -1.518 -2.226 -1.861
H -0.818 -3.557 -0.936
C 0.755 -2.891 -3.824
H -1.348 -3.476 -3.800
H -0.338 -4.668 -3.036
C 1.316 -1.903 -2.778
H 0.420 -2.398 -4.745
H 1.512 -3.614 -4.146
H 1.133 -0.873 -3.090
H 2.395 -2.082 -2.610
O 4.546 1.261 -1.834
C 4.261 1.996 -0.861
O 3.166 2.019 -0.138
H 5.034 2.740 -0.544
*
```

The net atomic charges from Löwdin, expressed in e, are: -0.21 -0.13 -0.05 0.06 0.12 -0.49 0.12 0.13 -0.02 0.07 0.09 0.09 -0.01 0.08 0.06 0.10 1.70 -0.21 -0.18 -0.17 0.11 -0.23 -0.25 0.08 0.11 0.11 0.06 -0.21 -0.21 -0.21 0.11 -0.21 -0.21 0.11 0.12 0.08 0.11 -0.16 -0.21 -0.15 0.09 0.12 -0.15 0.11 0.11 -0.16 0.11 0.11 0.11 0.13 -0.04 -0.45 -0.32 0.13


Entry 2:
Here is C20H30BrCuN3O4PS2 as an isolated structure from the Open Molecules 2025 dataset. Energies are from ωB97M-V/def2-TZVPD.

Summary:
* F_max: 4.20 eV/A
* Kohn-Sham gap (alpha / beta): 5.342 / 5.557 eV
* LUMO level (alpha / beta): 2.067 / 2.056 eV
* electronic energy: -6597.50845 Eh
* HOMO energy (alpha / beta): -3.27 / -3.50 eV

Geometry as ORCA input:
```
! wB97M-V def2-TZVPD RIJCOSX def2/J DEFGRID3
* xyz -1 2
Cu -0.004 -0.345 -1.485
Br -6.771 0.803 -1.390
C -5.217 -0.267 -1.521
C -5.339 -1.642 -1.709
C -4.189 -2.430 -1.806
C -2.909 -1.857 -1.717
C -2.814 -0.467 -1.527
C -3.960 0.326 -1.429
C -1.663 -2.716 -1.822
O -1.833 -3.964 -1.994
O -0.542 -2.122 -1.731
H -6.313 -2.114 -1.782
H -4.277 -3.506 -1.953
H -1.827 -0.011 -1.456
H -3.853 1.396 -1.283
N 2.653 -0.925 -3.109
C 1.675 -0.711 -2.511
H 3.490 -1.107 -3.621
C -1.060 -3.356 2.361
C -0.293 -2.538 3.394
C -0.962 -1.201 3.674
O 1.088 -2.509 3.075
P 1.871 -1.400 2.195
S 2.157 0.275 3.150
S 1.068 -0.942 0.481
O 3.309 -2.133 2.020
C 3.528 -3.503 1.739
C 3.533 -4.324 3.023
C 2.624 -4.107 0.675
H -2.088 -3.540 2.692
H -0.573 -4.322 2.197
H -1.105 -2.851 1.393
H -0.344 -3.105 4.332
H -0.976 -0.553 2.794
H -0.444 -0.669 4.477
H -2.000 -1.347 3.991
H 4.549 -3.545 1.340
H 2.529 -4.443 3.438
H 4.143 -3.837 3.791
H 3.935 -5.327 2.842
H 1.577 -4.115 0.986
H 2.916 -5.140 0.457
H 2.690 -3.536 -0.257
N 0.547 1.473 -1.233
C 0.710 2.618 -1.189
N 0.891 3.946 -1.142
C 0.132 4.817 -0.200
C 0.381 6.302 -0.443
C 0.257 6.650 -1.921
C 1.112 5.743 -2.809
C 1.845 4.660 -2.026
H 0.410 4.560 0.828
H -0.938 4.604 -0.318
H 1.382 6.574 -0.087
H -0.329 6.897 0.143
H 0.535 7.698 -2.081
H -0.793 6.561 -2.227
H 1.840 6.346 -3.363
H 0.464 5.275 -3.562
H 2.652 5.088 -1.419
H 2.314 3.958 -2.726
H -1.392 -0.042 -0.636
*
```

The net atomic charges from natural (NBO), expressed in e, are: 0.95 0.01 -0.09 -0.28 -0.15 -0.18 -0.09 -0.28 0.76 -0.71 -0.80 0.21 0.24 0.12 0.21 -0.71 0.31 0.44 -0.63 0.12 -0.65 -0.85 1.68 -0.75 -0.80 -0.82 0.12 -0.63 -0.64 0.20 0.21 0.24 0.16 0.24 0.23 0.20 0.16 0.22 0.21 0.19 0.23 0.20 0.23 -0.48 0.53 -0.48 -0.20 -0.41 -0.40 -0.41 -0.20 0.22 0.20 0.20 0.23 0.21 0.20 0.21 0.21 0.19 0.22 -0.07


Entry 3:
Here is C20H30BrN3OS4SbZn as an isolated structure from the Open Molecules 2025 dataset. Energies are from ωB97M-V/def2-TZVPD.

Summary:
* F_max: 0.27 eV/A
* Kohn-Sham gap: 6.420 eV
* LUMO level: 2.395 eV
* electronic energy: -7206.17059 Eh
* HOMO energy: -4.02 eV

Geometry as ORCA input:
```
! wB97M-V def2-TZVPD RIJCOSX def2/J DEFGRID3
* xyz -1 1
Zn 0.021 -0.138 -0.325
C 5.230 1.161 -1.621
C 4.345 0.967 -0.425
C 4.602 1.550 0.806
C 3.710 1.382 1.851
C 2.581 0.619 1.614
Br 1.310 0.458 3.007
N 2.317 0.031 0.465
C 3.181 0.215 -0.533
H 6.118 1.736 -1.357
H 4.701 1.695 -2.410
H 5.553 0.205 -2.035
H 5.490 2.156 0.948
H 3.866 1.843 2.814
H 2.885 -0.238 -1.476
S -1.213 2.587 -2.326
Sb -2.505 0.512 -2.469
S 0.640 -1.435 -2.171
S -2.399 -0.250 -0.236
S -0.887 -0.996 -3.519
C 0.797 8.134 0.764
C 0.440 6.718 0.397
C 1.363 5.870 -0.191
C 1.059 4.550 -0.516
C 2.120 3.721 -1.191
C -0.219 4.056 -0.230
C -0.590 2.613 -0.503
O 0.414 1.752 -0.267
C -1.178 4.911 0.332
C -2.586 4.446 0.586
C -0.835 6.222 0.640
H 1.750 8.425 0.321
H 0.884 8.256 1.846
H 0.036 8.836 0.419
H 2.357 6.244 -0.420
H 2.891 4.383 -1.594
H 1.702 3.117 -1.994
H 2.579 3.017 -0.495
H -1.509 2.350 0.029
H -2.627 3.659 1.342
H -3.033 4.033 -0.320
H -3.197 5.281 0.929
H -1.588 6.873 1.075
C 0.329 -4.688 -0.140
C 0.958 -4.172 1.157
C 2.376 -4.720 1.289
C 0.121 -4.603 2.357
N 1.109 -2.707 1.197
N -0.081 -1.953 1.018
H 0.279 -5.779 -0.129
H 0.907 -4.369 -1.008
H -0.686 -4.315 -0.289
H 2.369 -5.811 1.282
H 2.833 -4.370 2.216
H 2.995 -4.385 0.454
H 0.068 -5.693 2.402
H -0.901 -4.226 2.289
H 0.564 -4.236 3.284
H 1.730 -2.401 0.455
H -0.552 -1.838 1.908
H -0.741 -2.393 0.376
*
```

The net atomic charges from natural (NBO), expressed in e, are: 1.57 -0.63 -0.06 -0.15 -0.28 0.18 0.06 -0.51 0.06 0.21 0.23 0.22 0.21 0.23 0.24 -0.40 0.85 -0.78 -1.04 -0.39 -0.62 -0.03 -0.25 0.12 -0.65 -0.10 0.07 -1.02 0.02 -0.64 -0.23 0.21 0.21 0.21 0.19 0.18 0.24 0.22 0.18 0.22 0.24 0.20 0.19 -0.64 0.09 -0.60 -0.62 -0.48 -0.74 0.20 0.23 0.21 0.20 0.21 0.21 0.20 0.21 0.21 0.36 0.37 0.38